C39H45CdCl5N7O2 | ωB97M-V/def2-TZVPD

```
99
C39H45CdCl5N7O2 (ωB97M-V/def2-TZVPD)
Cd 1.940 -0.662 1.475
Cl 1.999 -0.034 4.794
C 3.587 -0.329 4.097
C 3.676 -0.561 2.739
C 4.954 -0.733 2.234
Cl 5.142 -1.041 0.521
C 6.098 -0.685 3.027
Cl 7.658 -0.914 2.347
C 5.962 -0.451 4.396
Cl 7.350 -0.379 5.401
C 4.694 -0.265 4.941
Cl 4.512 0.039 6.623
C 1.286 -1.042 -5.777
C 0.120 -1.018 -4.788
C -0.599 -2.372 -4.846
C -0.855 0.100 -5.190
C 0.591 -0.737 -3.366
C 1.879 -0.319 -3.061
C 2.223 -0.073 -1.743
N 1.363 -0.190 -0.735
C 0.105 -0.562 -1.012
C -0.297 -0.856 -2.298
C -0.855 -0.599 0.138
C -2.222 -0.564 -0.061
C -3.106 -0.552 1.019
C -2.541 -0.580 2.285
C -1.163 -0.602 2.415
N -0.336 -0.609 1.375
C -4.608 -0.487 0.768
C -4.921 0.801 -0.007
C -5.026 -1.703 -0.071
C -5.405 -0.485 2.071
H 0.912 -1.307 -6.766
H 2.040 -1.780 -5.496
H 1.770 -0.068 -5.864
H -0.903 -2.579 -5.873
H -1.501 -2.391 -4.233
H 0.056 -3.181 -4.517
H -1.196 -0.054 -6.215
H -0.376 1.079 -5.134
H -1.734 0.113 -4.541
H 2.631 -0.198 -3.827
H 3.229 0.230 -1.479
H -1.311 -1.181 -2.478
H -2.612 -0.523 -1.067
H -3.149 -0.574 3.178
H -0.697 -0.610 3.393
H -4.428 0.821 -0.981
H -4.605 1.682 0.555
H -5.996 0.876 -0.178
H -4.532 -1.715 -1.044
H -6.102 -1.677 -0.247
H -4.788 -2.636 0.443
H -5.163 0.377 2.695
H -5.235 -1.393 2.653
H -6.469 -0.436 1.840
C -0.992 6.012 -2.771
C -1.750 5.748 -1.479
N -1.156 4.692 -0.650
C -1.810 3.395 -0.676
C -1.486 2.576 -1.920
C -0.039 5.045 0.039
O 0.387 6.188 -0.031
C 0.721 4.093 0.948
C 1.410 4.727 1.982
C 2.204 3.993 2.836
C 2.310 2.629 2.626
N 1.670 2.000 1.644
C 0.894 2.720 0.827
H -1.493 6.796 -3.340
H -0.942 5.120 -3.398
H 0.021 6.346 -2.553
H -2.774 5.438 -1.688
H -1.790 6.660 -0.885
H -2.885 3.590 -0.659
H -1.598 2.851 0.242
H -1.831 3.090 -2.818
H -1.986 1.608 -1.879
H -0.412 2.407 -2.029
H 1.316 5.801 2.076
H 2.744 4.465 3.645
H 2.934 2.015 3.264
H 0.452 2.157 0.016
C 1.361 -5.411 -0.441
N 1.388 -5.021 0.967
C 1.430 -5.941 1.964
C 1.468 -5.580 3.260
C 1.452 -4.176 3.530
N 1.410 -3.273 2.563
C 1.395 -3.667 1.271
O 1.395 -2.853 0.338
N 1.477 -3.730 4.793
H 1.420 -6.494 -0.497
H 2.203 -4.966 -0.964
H 0.441 -5.067 -0.908
H 1.442 -6.976 1.651
H 1.514 -6.318 4.045
H 1.546 -4.361 5.569
H 1.490 -2.735 4.961
```

Properties
Lowest unoccupied orbital energy (eV): -2.595
Orbital gap (eV): 8.4
M (g/mol): 933.5
Charge: +1

C39H45Cl3KN5O3P | ωB97M-V/def2-TZVPD

```
97
C39H45Cl3KN5O3P (ωB97M-V/def2-TZVPD)
K -0.073 -0.111 -0.231
C -0.059 4.056 0.152
N 0.603 2.900 -0.433
C 0.189 2.737 -1.826
C 2.042 2.980 -0.268
C 2.742 3.993 -0.906
C 4.117 4.142 -0.793
C 4.806 3.220 -0.011
C 4.133 2.200 0.634
C 2.721 2.029 0.545
N 2.076 0.966 1.097
C 2.703 0.189 2.035
C 3.295 0.710 3.204
C 3.883 -0.092 4.173
C 3.917 -1.470 4.010
C 3.353 -2.019 2.858
C 2.744 -1.231 1.887
N 2.183 -1.795 0.710
C 2.969 -1.505 -0.489
C 1.817 -3.193 0.783
H 0.182 4.991 -0.379
H 0.240 4.172 1.192
H -1.144 3.918 0.108
H 0.387 3.629 -2.441
H -0.888 2.543 -1.855
H 0.702 1.889 -2.282
H 2.189 4.694 -1.523
H 4.631 4.940 -1.313
H 5.884 3.287 0.085
H 4.703 1.483 1.209
H 3.306 1.788 3.324
H 4.325 0.361 5.054
H 4.384 -2.112 4.746
H 3.400 -3.092 2.716
H 3.915 -2.070 -0.492
H 3.192 -0.442 -0.536
H 2.395 -1.766 -1.379
H 2.684 -3.873 0.830
H 1.249 -3.448 -0.114
H 1.181 -3.364 1.655
Cl -0.871 -3.256 -7.678
C -0.432 -2.460 -6.179
C -0.751 -3.044 -4.968
C -0.403 -2.404 -3.795
Cl -0.818 -3.143 -2.269
C 0.277 -1.148 -3.730
O 0.584 -0.571 -2.651
C 0.568 -0.621 -5.029
Cl 1.394 0.914 -5.086
C 0.230 -1.242 -6.212
H -1.270 -3.993 -4.935
H 0.483 -0.778 -7.156
C -2.917 -3.596 1.671
P -3.231 -2.144 0.572
C -4.338 -2.923 -0.676
C -4.456 -1.273 1.637
C -5.772 -0.996 1.268
C -6.633 -0.334 2.137
C -6.196 0.056 3.395
C -4.883 -0.205 3.771
C -4.022 -0.851 2.896
H -3.833 -4.089 2.000
H -2.352 -3.254 2.538
H -2.292 -4.306 1.124
H -5.183 -3.465 -0.246
H -3.720 -3.615 -1.250
H -4.695 -2.156 -1.365
H -6.141 -1.296 0.295
H -7.652 -0.129 1.829
H -6.868 0.560 4.078
H -4.532 0.099 4.751
H -2.993 -1.041 3.175
C -4.208 2.410 1.249
C -2.778 1.946 1.401
O -2.301 1.212 0.564
C -1.986 2.429 2.573
C -0.632 2.109 2.665
C 0.141 2.621 3.692
C -0.432 3.443 4.654
C -1.790 3.742 4.589
C -2.559 3.246 3.548
H -4.592 2.026 0.308
H -4.275 3.500 1.255
H -4.823 2.024 2.065
H -0.184 1.432 1.952
H 1.191 2.367 3.735
H 0.170 3.849 5.458
H -2.243 4.376 5.341
H -3.610 3.501 3.497
N 0.673 -1.459 4.651
C -0.405 -0.889 4.038
N -1.252 -0.178 4.878
O -0.664 -1.049 2.854
H 1.031 -1.003 5.474
H 1.412 -1.735 4.015
H -0.855 0.182 5.730
H -1.820 0.497 4.387
```

Properties
Lowest unoccupied orbital energy (eV): 2.019
Orbital gap (eV): 5.6
M (g/mol): 808.3
Charge: -1

C39H45F3N2S6SbV | ωB97M-V/def2-TZVPD

```
97
C39H45F3N2S6SbV (ωB97M-V/def2-TZVPD)
V 0.892 -1.275 0.278
C 2.409 -1.143 1.878
C 1.495 -2.184 2.188
C 0.207 -1.550 2.345
C 0.414 -0.149 2.124
C 1.769 0.118 1.876
C 2.472 1.454 2.024
C 3.797 1.523 1.259
C 1.605 2.635 1.597
C 2.767 1.562 3.534
C -1.113 -2.062 2.923
C -1.766 -3.192 2.095
C -2.147 -0.930 3.025
C -0.851 -2.532 4.366
C 2.083 -3.573 2.469
C 1.116 -4.751 2.322
C 2.642 -3.535 3.903
C 3.265 -3.858 1.516
H 3.474 -1.272 1.784
H -0.346 0.609 2.220
H 3.642 1.346 0.197
H 4.515 0.790 1.632
H 4.237 2.514 1.376
H 1.404 2.598 0.526
H 2.126 3.570 1.812
H 0.654 2.659 2.131
H 3.338 0.694 3.869
H 1.837 1.595 4.103
H 3.342 2.466 3.741
H -2.539 -2.787 1.443
H -2.246 -3.922 2.750
H -1.049 -3.712 1.467
H -2.380 -0.527 2.039
H -1.801 -0.126 3.678
H -3.069 -1.328 3.451
H -0.265 -3.447 4.395
H -1.800 -2.721 4.869
H -0.317 -1.756 4.918
H 0.262 -4.687 2.990
H 1.645 -5.678 2.551
H 0.761 -4.819 1.294
H 1.848 -3.415 4.639
H 3.339 -2.704 4.023
H 3.175 -4.461 4.127
H 2.995 -3.629 0.486
H 3.527 -4.915 1.571
H 4.153 -3.285 1.786
S -4.270 -5.401 -2.674
C -3.076 -4.421 -2.150
S -1.395 -4.886 -2.140
C -0.778 -3.410 -1.431
C -1.684 -2.444 -1.173
S -1.214 -0.946 -0.452
S -3.352 -2.807 -1.559
S 0.876 -3.201 -1.024
F 0.041 6.189 -6.392
C -0.073 5.276 -5.408
C 1.024 4.502 -5.090
C 0.892 3.559 -4.078
C -0.313 3.397 -3.402
C -1.398 4.196 -3.752
C -1.285 5.145 -4.755
Sb -0.451 1.865 -1.888
C -2.343 1.219 -2.718
C -2.362 0.887 -4.069
C -3.523 0.432 -4.678
C -4.660 0.294 -3.908
F -5.796 -0.129 -4.494
C -4.672 0.592 -2.560
C -3.506 1.062 -1.972
C -1.282 3.184 -0.394
C -1.967 2.675 0.706
C -2.417 3.511 1.718
C -2.141 4.861 1.627
F -2.562 5.678 2.612
C -1.438 5.398 0.566
C -1.013 4.549 -0.446
H 1.954 4.640 -5.625
H 1.741 2.941 -3.806
H -2.340 4.076 -3.230
H -2.116 5.778 -5.038
H -1.463 1.012 -4.665
H -3.560 0.199 -5.734
H -5.579 0.456 -1.987
H -3.518 1.310 -0.920
H -2.150 1.609 0.788
H -2.961 3.135 2.574
H -1.224 6.458 0.543
H -0.465 4.955 -1.286
N 3.865 -2.146 -2.886
C 2.746 -1.471 -2.638
N 1.782 -1.464 -3.557
S 2.645 -0.508 -1.239
H 3.997 -2.683 -3.727
H 4.594 -2.118 -2.195
H 1.776 -2.152 -4.294
H 0.895 -1.066 -3.289
```

Properties
Lowest unoccupied orbital energy (alpha / beta) (eV): -0.452 / -0.200
Orbital gap (alpha / beta) (eV): 6.5 / 6.9
M (g/mol): 963.9
⟨S²⟩: 2.044
Spin multiplicity: 3